Entry 1:
Entry from the OMol25 dataset: a cluster of 3 separate species, C6H9N2O2P in total in a non-equilibrium geometry (ωB97M-V with the def2-TZVPD basis set).

Each line ends with the natural charge from an NBO analysis.
Element x y z (Å)
C 0.8242 2.6504 -0.4028  -0.258
C 0.8645 2.2694 0.7315  -0.004
C 0.2989 -1.6081 0.1876  0.690
C 1.3579 -3.6668 -2.2582  1.034
C 1.0127 1.5754 1.9977  -0.708
C -2.1339 1.0831 -0.1290  -0.992
N -0.5293 -0.9477 -0.3514  -0.818
N 1.1546 -2.4100 0.4538  -0.768
O 2.3561 -4.1784 -1.9850  -0.514
O 0.3727 -3.1194 -2.4976  -0.522
P -0.9584 0.3673 -1.2901  0.837
H 0.2573 2.9130 -1.2381  0.234
H 2.0404 1.0581 2.0839  0.249
H 0.9686 2.3113 2.8175  0.244
H 0.2108 0.6776 2.0427  0.241
H -2.9492 1.6776 -0.7321  0.238
H -1.8274 1.8969 0.5857  0.238
H -2.6956 0.4142 0.5392  0.239
H 1.4803 -2.5975 1.3502  0.397
H -2.1052 -0.3663 -1.9056  -0.056

Atoms 1-2, force components in eV/Å:
C -0.6 0.2 0.5
C 0.8 -0.8 0.4

**Energy relative to the best compared isomer or geometry (same formula, charge and spin)**: 301.4 kJ/mol
**Electronic energy**: -22728.9838 eV
**F_max**: 4.183 eV/Å
**SMILES**: CPN=C=N.O=C=O.C#CC
**M**: 172.12 g mol⁻¹
**HOMO level**: -8.7 eV
**Net charge**: 0
**LUMO**: 0.64 eV



Entry 2:
Entry from the OMol25 dataset: a structure of composition C75H175N10O20 in a non-equilibrium geometry (ωB97M-V with the def2-TZVPD basis set).

Each line ends with the Löwdin charge.
Element x y z (Å)
C -0.4674 1.8426 4.4690  -0.060
C -0.8331 1.6837 5.9479  -0.205
C -2.3604 1.6964 6.1503  -0.091
N -2.8044 1.1324 7.5603  -0.200
C -4.3472 1.2809 7.5897  -0.126
C -4.9600 0.9789 8.8894  -0.159
C -4.2591 1.6715 10.0828  -0.152
C -2.7234 1.4621 10.0720  -0.143
C -2.1546 1.8584 8.7093  -0.134
C -2.3712 -0.3518 7.5874  0.030
H -0.5674 0.8653 3.9968  0.068
H 0.5959 2.0473 4.3437  0.060
H -0.9443 2.7175 4.0272  0.074
H -0.4576 2.4369 6.6405  0.108
H -0.4260 0.7385 6.3071  0.071
H -2.8539 1.1716 5.3323  0.106
H -2.8494 2.6703 6.1711  0.129
H -4.5988 2.3025 7.3049  0.132
H -4.8046 0.7097 6.7818  0.136
H -6.0117 1.2650 8.8985  0.138
H -4.8814 -0.0855 9.1107  0.122
H -4.4007 2.7458 10.2008  0.120
H -4.7764 1.4443 11.0150  0.124
H -2.1911 2.0505 10.8193  0.133
H -2.3699 0.4344 10.1553  0.109
H -2.4515 2.8974 8.5667  0.143
H -1.0714 1.7559 8.7757  0.135
H -1.3543 -0.4301 7.9720  0.093
H -2.6001 -0.7697 6.6071  0.108
H -2.8981 -0.9256 8.3497  0.103
C -6.6665 5.5610 0.7618  -0.066
C -5.6582 4.6562 1.5212  -0.197
C -6.1065 3.2057 1.1831  -0.126
N -5.1736 2.0612 1.6702  -0.234
C -4.8476 2.1179 3.1694  -0.081
C -6.1804 2.0900 3.9773  -0.122
C -6.9661 0.7527 3.7447  -0.167
C -7.1844 0.5624 2.2421  -0.152
C -5.8367 0.7168 1.4032  -0.061
C -3.8427 2.2004 0.8875  0.023
H -6.3972 6.5229 1.1980  0.084
H -7.6920 5.3944 1.0915  0.090
H -6.4668 5.5267 -0.3092  0.068
H -5.4916 4.9358 2.5614  0.120
H -4.6500 4.6547 1.1070  0.074
H -6.2669 3.0144 0.1221  0.130
H -7.1226 2.9703 1.4998  0.110
H -4.2046 2.9971 3.2098  0.124
H -4.2428 1.2381 3.3887  0.102
H -6.7844 2.9198 3.6102  0.102
H -6.1473 2.3097 5.0444  0.103
H -7.9719 0.7929 4.1628  0.121
H -6.4770 -0.1213 4.1750  0.116
H -8.0861 1.1256 2.0017  0.111
H -7.5708 -0.4507 2.1306  0.121
H -6.0618 0.5915 0.3441  0.131
H -5.1551 -0.0243 1.8209  0.117
H -4.0099 2.2300 -0.1892  0.090
H -3.2699 1.3294 1.2057  0.093
H -3.2855 3.0951 1.1653  0.064
C -0.9595 -8.9792 -4.7859  -0.066
C -1.0329 -7.4289 -4.8857  -0.229
C 0.2623 -6.7652 -4.3979  -0.135
N 0.2749 -5.2153 -4.3566  -0.191
C 1.7093 -4.7126 -3.9177  -0.062
C 1.7768 -3.1433 -3.8813  -0.129
C 1.1750 -2.4631 -5.1649  -0.133
C -0.0753 -3.1599 -5.8061  -0.164
C -0.0751 -4.7012 -5.8077  -0.069
C -0.8553 -4.8387 -3.3875  0.034
H -0.6704 -9.3002 -3.7852  0.081
H -0.1966 -9.2986 -5.4959  0.080
H -1.9045 -9.4508 -5.0557  0.086
H -1.8293 -7.0835 -4.2264  0.099
H -1.3175 -7.1153 -5.8901  0.106
H 1.0736 -7.0530 -5.0666  0.132
H 0.5463 -7.1528 -3.4195  0.134
H 2.4969 -5.0464 -4.5933  0.131
H 1.9602 -5.1307 -2.9429  0.096
H 2.7922 -2.9010 -3.5676  0.105
H 1.1300 -2.8730 -3.0467  0.078
H 1.8661 -2.4785 -6.0077  0.114
H 0.9978 -1.4185 -4.9086  0.092
H -0.2873 -2.6501 -6.7459  0.122
H -0.9265 -2.8586 -5.1955  0.066
H 0.5423 -5.0803 -6.6221  0.144
H -1.1252 -4.9480 -5.9641  0.115
H -1.8249 -4.9367 -3.8757  0.109
H -0.7460 -3.7834 -3.1376  0.072
H -0.6311 -5.4734 -2.5302  0.112
C -1.6748 -0.4139 -3.6965  -0.089
C -2.4034 0.0910 -4.9705  -0.185
C -3.8623 -0.4015 -5.2284  -0.073
N -4.6875 0.5130 -6.2026  -0.227
C -4.5867 2.0116 -5.7740  -0.120
C -5.6717 2.8269 -6.5094  -0.145
C -7.1014 2.3187 -6.1076  -0.170
C -7.3143 0.9419 -6.7306  -0.128
C -6.1655 -0.0331 -6.1500  -0.058
C -4.1604 0.4111 -7.6576  0.052
H -2.0797 -0.0902 -2.7376  0.067
H -0.7207 0.1078 -3.7724  0.046
H -1.5074 -1.4906 -3.6689  0.061
H -1.6739 -0.1561 -5.7417  0.116
H -2.3219 1.1371 -4.6750  0.076
H -4.5138 -0.4482 -4.3558  0.124
H -3.9606 -1.3903 -5.6764  0.128
H -4.7125 2.0204 -4.6913  0.116
H -3.6104 2.4651 -5.9447  0.112
H -5.6443 3.8881 -6.2618  0.111
H -5.5299 2.8350 -7.5901  0.117
H -7.2592 2.2484 -5.0314  0.116
H -7.7821 3.0689 -6.5101  0.124
H -8.3162 0.5683 -6.5189  0.125
H -7.2575 0.8997 -7.8183  0.114
H -6.4226 -0.1125 -5.0937  0.114
H -6.1371 -1.0860 -6.4304  0.132
H -4.0111 -0.6473 -7.8711  0.116
H -3.2384 0.9920 -7.6808  0.104
H -4.7476 1.0479 -8.3193  0.100
C 1.4240 4.5675 -2.2403  -0.051
C 0.1071 5.2008 -1.7134  -0.207
C -0.8191 5.4885 -2.8383  -0.107
N -2.1606 4.7930 -2.6396  -0.219
C -3.0830 4.8835 -3.8747  -0.113
C -3.5811 6.3552 -4.1297  -0.106
C -4.4513 6.7323 -2.8401  -0.137
C -3.5413 6.6789 -1.5787  -0.140
C -2.9502 5.2965 -1.4196  -0.109
C -1.9711 3.2696 -2.4968  0.018
H 2.1801 4.3871 -1.4762  0.077
H 1.9419 5.2562 -2.9078  0.096
H 1.2425 3.6362 -2.7767  0.051
H 0.2518 6.1693 -1.2346  0.126
H -0.2799 4.7214 -0.8143  0.090
H -0.4692 5.1539 -3.8149  0.144
H -1.0548 6.5518 -2.8837  0.130
H -2.4566 4.6096 -4.7236  0.127
H -3.9538 4.2357 -3.7740  0.111
H -2.7137 7.0104 -4.2101  0.109
H -4.1308 6.4328 -5.0678  0.118
H -4.8339 7.7379 -3.0151  0.118
H -5.2887 6.0396 -2.7557  0.102
H -2.7542 7.4317 -1.6221  0.126
H -4.0570 6.8749 -0.6387  0.119
H -2.2938 5.3310 -0.5501  0.121
H -3.6816 4.5072 -1.2461  0.117
H -2.9548 2.8062 -2.5721  0.091
H -1.5331 3.0202 -1.5303  0.082
H -1.2651 2.9910 -3.2791  0.100
C 1.8282 1.7079 -0.2534  0.031
N 1.1077 0.3662 -0.0583  -0.257
C 1.1047 -0.1160 1.3976  0.024
C -0.3729 0.6591 -0.5038  0.032
C 1.7665 -0.7641 -0.9727  -0.060
C 2.9779 -1.5225 -0.5129  -0.208
O 4.0306 -0.6266 -0.1357  -0.074
H 2.8579 1.5129 0.0464  0.086
H 1.2677 2.2611 0.5002  0.084
H 1.7359 2.0953 -1.2680  0.073
H 0.5217 0.5687 2.0136  0.082
H 2.1157 -0.2779 1.7714  0.096
H 0.5871 -1.0749 1.3703  0.098
H -0.3798 1.2163 -1.4406  0.069
H -0.8491 1.2298 0.2935  0.075
H -0.8262 -0.3311 -0.5504  0.083
H 1.8125 -0.1709 -1.8860  0.104
H 0.9612 -1.4754 -1.1560  0.102
H 3.2322 -2.1370 -1.3766  0.104
H 2.7304 -2.2460 0.2638  0.113
H 4.7905 -1.1063 0.2022  0.019
C 9.6705 -2.6017 -3.5000  0.004
N 8.6744 -1.4645 -3.7091  -0.325
C 9.4921 -0.1917 -3.3637  0.040
C 8.2072 -1.4728 -5.1611  0.017
C 7.3732 -1.6445 -2.8134  -0.031
C 6.4474 -0.3467 -2.6530  -0.214
O 5.6727 -0.1602 -3.7819  -0.070
H 10.6290 -2.2453 -3.8774  0.104
H 9.4050 -3.4941 -4.0669  0.112
H 9.8289 -2.6836 -2.4247  0.107
H 8.9783 0.7460 -3.5753  0.111
H 10.2997 -0.2222 -4.0951  0.103
H 9.8928 -0.4264 -2.3776  0.114
H 7.7680 -0.5053 -5.4041  0.109
H 7.4551 -2.2488 -5.3039  0.104
H 9.0879 -1.6786 -5.7694  0.109
H 7.7362 -2.0582 -1.8726  0.114
H 6.8278 -2.4877 -3.2372  0.099
H 6.9411 0.5616 -2.3075  0.117
H 5.6218 -0.5085 -1.9601  0.104
H 4.8690 0.3376 -3.6146  0.033
C 5.1496 4.5418 4.6087  0.021
N 3.8607 4.4551 3.7458  -0.276
C 2.6796 4.7252 4.7626  0.011
C 3.8347 5.6247 2.7054  0.045
C 3.6596 3.0220 3.1243  -0.083
C 4.8627 2.5512 2.3631  -0.199
O 4.8436 3.1028 1.0059  -0.059
H 5.0426 5.5238 5.0696  0.104
H 6.0255 4.6656 3.9718  0.105
H 5.1679 3.8176 5.4232  0.114
H 2.6496 5.7858 5.0123  0.103
H 2.5726 4.2298 5.7277  0.102
H 1.8392 4.4433 4.1283  0.064
H 3.1661 5.4756 1.8575  0.102
H 4.8373 5.6554 2.2788  0.099
H 3.6199 6.5608 3.2209  0.106
H 2.6948 2.9684 2.6199  0.124
H 3.5004 2.4583 4.0435  0.124
H 4.7369 1.4718 2.2777  0.120
H 5.8425 2.6201 2.8356  0.127
H 5.5517 2.6357 0.5565  0.092
C 5.3323 -6.9306 -1.9273  0.013
N 5.4978 -5.8416 -0.9321  -0.313
C 6.9702 -5.5727 -0.7540  0.012
C 4.9429 -4.5628 -1.5508  0.018
C 4.8167 -6.1882 0.4448  -0.018
C 3.3249 -5.8643 0.5259  -0.223
O 2.5122 -6.2304 -0.5705  -0.083
H 5.9350 -7.7821 -1.6114  0.118
H 5.5069 -6.5484 -2.9331  0.114
H 4.2757 -7.1623 -1.7927  0.095
H 7.2069 -4.8488 0.0258  0.098
H 7.4322 -5.1082 -1.6251  0.098
H 7.4004 -6.5445 -0.5119  0.117
H 3.9994 -4.7558 -2.0614  0.084
H 5.6467 -4.1949 -2.2975  0.084
H 4.9261 -3.8648 -0.7138  0.101
H 5.4755 -5.7971 1.2201  0.128
H 4.9079 -7.2625 0.6055  0.140
H 3.1510 -4.7894 0.5743  0.099
H 2.9118 -6.2286 1.4665  0.119
H 1.7798 -5.6098 -0.5811  0.019
C 2.3415 -3.2357 6.6830  0.037
N 1.4311 -2.8858 5.4453  -0.278
C 0.2349 -2.0028 5.9833  0.012
C 2.2745 -1.9985 4.5436  0.010
C 0.9115 -4.1730 4.7360  -0.034
C 1.8771 -4.8350 3.7187  -0.224
O 3.1730 -5.1702 4.1856  -0.052
H 2.6654 -2.3374 7.2085  0.101
H 3.2068 -3.8235 6.3767  0.102
H 1.6872 -3.7426 7.3923  0.103
H -0.3351 -2.5248 6.7518  0.103
H -0.4355 -1.7383 5.1656  0.080
H 0.6163 -1.1140 6.4859  0.081
H 2.6833 -1.1826 5.1396  0.101
H 1.5756 -1.5703 3.8250  0.091
H 3.1496 -2.5108 4.1438  0.088
H -0.0009 -3.7985 4.2719  0.114
H 0.6539 -4.7920 5.5953  0.135
H 1.9783 -4.1691 2.8617  0.104
H 1.4218 -5.7101 3.2552  0.130
H 3.0833 -5.7879 4.9150  0.102
O -2.8991 -1.3547 1.5476  0.119
C -2.5402 -1.5771 2.7625  -0.925
O -1.5547 -2.2816 2.9524  -0.028
O -3.0986 -0.9871 3.6788  -0.018
H -2.1611 -1.7811 1.1060  0.069
O 1.2006 1.2989 -3.9834  0.011
C 2.5218 1.4948 -4.1905  -0.905
O 2.8703 2.1370 -5.2215  -0.017
O 3.2460 1.0253 -3.3946  0.034
H 0.8191 1.9616 -4.5638  0.087
O -1.7944 5.4223 2.3112  0.132
C -0.8329 4.6184 2.1139  -0.913
O 0.1937 5.2043 2.4428  0.017
O -0.9913 3.5270 1.4536  -0.084
H -1.0037 5.8424 2.6574  0.025
O -0.4777 -4.2129 1.3036  0.098
C -0.2940 -3.8155 0.0419  -0.861
O 0.6337 -4.2396 -0.6408  -0.025
O -1.0664 -2.9921 -0.4327  -0.014
H -0.9215 -3.5016 1.7711  0.034
O 4.8008 -3.1069 2.3282  0.068
C 6.0270 -2.9109 1.9049  -0.904
O 6.1588 -2.0439 1.0297  -0.037
O 6.8973 -3.7028 2.3225  -0.011
H 5.1744 -3.6665 3.0129  0.088

Atoms 1-2, force components in eV/Å:
C 0.8 0.2 0.8
C -0.8 0.2 0.6

**Electronic energy**: -136414.4113 eV
**F_max**: 8.283 eV/Å
**M**: 1537.28 g mol⁻¹
**HOMO level**: -15.4 eV
**Net charge**: +5
**LUMO**: -8.37 eV



Gap between HOMO and LUMO for the records above, in order: 9.33, 7.03 eV